No. 1
Formula: C21H34N2O6S
Source: the OMol25 dataset
Level of theory: ωB97M-V/def2-TZVPD

CARTESIAN COORDINATES (ANGSTROEM)
C -1.708 -1.836 2.568
H -1.056 -2.663 2.278
H -2.685 -2.236 2.844
H -1.276 -1.275 3.394
O -1.845 -0.931 1.479
C -2.833 -1.185 0.616
O -3.572 -2.133 0.707
C -2.946 -0.138 -0.480
N -3.176 -0.782 -1.763
H -3.771 -1.592 -1.605
C -1.960 -1.162 -2.469
C -0.962 -1.915 -1.623
C 0.246 -1.321 -1.289
C 1.158 -1.959 -0.461
C 0.842 -3.209 0.054
C -0.358 -3.816 -0.281
C -1.255 -3.177 -1.117
H -2.190 -3.656 -1.370
H -0.595 -4.794 0.114
H 1.538 -3.714 0.708
C 2.483 -1.308 -0.155
N 2.420 0.130 0.044
S 2.585 1.045 -1.353
O 2.996 0.176 -2.417
O 1.410 1.846 -1.577
C 3.983 2.120 -0.983
H 3.687 2.814 -0.208
H 4.799 1.484 -0.667
H 4.233 2.640 -1.898
C 1.491 0.599 1.059
C 1.112 2.054 0.800
O 1.872 2.987 0.895
O -0.193 2.183 0.612
C -0.638 3.495 0.282
H -0.237 4.220 0.993
H -0.289 3.741 -0.722
H -1.724 3.474 0.323
H 0.558 0.019 1.017
C 2.067 0.527 2.500
C 3.494 1.063 2.569
H 3.524 2.099 2.246
H 3.860 1.004 3.591
H 4.146 0.477 1.927
C 1.999 -0.878 3.099
H 2.033 -0.816 4.185
H 2.843 -1.482 2.778
H 1.081 -1.382 2.812
H 1.420 1.176 3.103
H 2.944 -1.771 0.720
H 3.146 -1.452 -1.012
H 0.486 -0.347 -1.689
H -2.260 -1.765 -3.330
H -1.494 -0.243 -2.837
H -2.027 0.454 -0.516
C -4.140 0.789 -0.156
C -4.223 1.882 -1.216
H -3.340 2.515 -1.180
H -4.283 1.429 -2.201
H -5.104 2.500 -1.056
C -4.005 1.379 1.246
H -3.014 1.804 1.386
H -4.158 0.616 2.005
H -4.748 2.160 1.397
H -5.050 0.182 -0.204

## Properties
LUMO (eV): 0.66
SMILES string: COC(=O)[C@@H](NCc1cccc(CN([C@H](C(=O)OC)C(C)C)S(C)(=O)=O)c1)C(C)C
HOMO level (eV): -8.8



No. 2
Formula: CrH40NO23
Source: the OMol25 dataset
Level of theory: ωB97M-V/def2-TZVPD

CARTESIAN COORDINATES (ANGSTROEM)
Cr -0.301 0.020 -0.072
N 2.343 3.947 1.872
O 2.930 2.945 2.191
O 2.762 4.992 2.241
O 1.415 3.864 1.084
O 1.304 1.099 4.287
H 1.803 1.901 4.133
H 1.217 1.050 5.239
O -2.097 -2.409 2.751
H -2.640 -3.197 2.786
H -2.329 -1.922 3.541
O -1.703 0.145 -1.634
H -2.655 0.048 -1.618
H -1.484 0.214 -2.564
O 1.906 -0.488 -3.963
H 1.774 -1.311 -4.433
H 2.720 -0.134 -4.322
O 2.769 -1.660 0.231
H 3.515 -1.483 -0.343
H 3.133 -2.189 0.941
O -1.600 1.232 3.689
H -2.070 0.550 4.168
H -0.899 1.503 4.282
O 3.080 2.264 -1.060
H 2.915 2.989 -0.456
H 4.034 2.187 -1.087
O -0.251 -1.959 -1.006
H -0.838 -2.169 -1.732
H 0.301 -2.735 -0.910
O -0.353 2.229 -0.505
H -0.642 2.652 -1.314
H 0.066 2.928 -0.005
O -1.652 0.497 -4.410
H -2.520 0.776 -4.702
H -1.067 0.742 -5.128
O -2.785 -1.879 0.027
H -3.080 -2.445 0.740
H -3.470 -1.953 -0.638
O -1.149 3.556 -2.770
H -0.706 4.315 -2.390
H -2.011 3.885 -3.026
O -1.782 0.685 1.088
H -2.682 0.960 0.913
H -1.638 0.904 2.009
O 1.276 0.360 -1.366
H 1.455 -0.079 -2.198
H 1.913 1.073 -1.329
O 1.136 0.951 1.359
H 1.657 1.742 1.213
H 1.276 0.739 2.282
O -0.124 -1.429 1.448
H -0.810 -1.927 1.892
H 0.694 -1.817 1.760
O 1.920 -2.830 3.332
H 2.279 -3.574 2.849
H 2.543 -2.682 4.044
O 1.195 -4.224 -0.117
H 1.896 -4.536 0.456
H 0.488 -4.858 0.002
O -4.208 1.135 -0.416
H -4.280 1.671 -1.206
H -4.967 0.553 -0.452
O -0.181 -2.397 -3.531
H -0.585 -1.787 -4.148
H -0.157 -3.232 -3.999

## Properties
LUMO (spin up / spin down) (eV): -7.43 / -5.93
HOMO level (spin up / spin down) (eV): -12.7 / -12.7
Spin multiplicity: 4
Total charge: +2



No. 3
Formula: C7H12O2
Source: the OMol25 dataset
Level of theory: ωB97M-V/def2-TZVPD

CARTESIAN COORDINATES (ANGSTROEM)
C -0.718 1.150 0.610
C 0.706 0.759 1.028
C -0.420 -0.969 -0.652
C -1.372 -0.042 -0.077
C 1.379 -0.001 -0.094
C -2.772 0.162 -0.600
C 2.359 -1.081 0.267
O -1.086 -1.302 0.518
O 1.731 0.813 -1.146
H -1.299 1.464 1.479
H -0.684 1.974 -0.105
H 1.279 1.651 1.284
H 0.654 0.108 1.900
H -0.478 -1.594 -1.523
H -2.814 1.080 -1.185
H -3.473 0.241 0.231
H -3.074 -0.674 -1.229
H 2.620 -1.675 -0.609
H 1.929 -1.740 1.014
H 3.274 -0.642 0.673
H 2.259 0.319 -1.783

## Properties
LUMO (spin up / spin down) (eV): 0.91 / -0.77
HOMO level (spin up / spin down) (eV): -4.2 / -10.6
Spin multiplicity: 3